A structure of composition C43H70Cl2DyO5P2SSi in a non-equilibrium geometry. Source: the OMol25 dataset; level of theory: the ωB97M-V functional and the def2-TZVPD basis.

```
125
Properties=species:S:1:pos:R:3:forces:R:3:mulliken_charge:R:1
Dy -2.1243 12.8883 12.4181 -0.09 -0.59 0.56 1.38
C -5.6057 14.0996 10.9338 0.18 -0.67 -0.49 -1.64
Si -4.9564 13.5366 12.5980 0.70 0.04 0.75 1.43
C -5.9446 11.9648 13.1349 -0.55 0.15 -0.32 1.12
C -6.9952 11.6551 12.2510 0.19 0.14 -0.16 -0.72
C -7.7372 10.4880 12.3168 -0.16 0.07 -0.10 -0.95
C -7.4460 9.5655 13.2968 0.16 -0.03 0.13 -1.29
C -6.4251 9.8380 14.1951 -0.24 -0.37 0.24 0.07
C -5.6873 11.0160 14.1555 0.48 0.02 -0.36 -1.30
P -4.3251 11.2516 15.3750 -0.62 0.33 0.14 2.48
C -5.2351 11.9699 16.8291 -0.29 0.57 -0.22 -0.04
C -6.5550 12.6696 16.4494 -0.04 -0.17 -0.67 -0.08
C -7.2770 13.2061 17.6559 0.24 0.36 0.44 -1.26
C -6.3538 14.1560 18.4126 -1.07 0.83 0.30 -0.02
C -5.0693 13.4945 18.8099 0.52 -0.49 0.33 -1.10
C -4.3450 12.9661 17.5719 0.08 0.39 -0.17 0.38
C -3.8302 9.5150 15.8389 0.47 -0.30 0.06 -0.38
C -4.4945 8.8067 17.0398 -0.17 -0.38 -0.06 -1.44
C -3.9273 9.1746 18.4101 -0.23 0.35 0.17 0.12
C -2.4046 9.0788 18.4650 -0.35 0.10 0.16 -1.24
C -1.8044 9.8980 17.3289 0.25 0.38 0.42 -0.20
C -2.2847 9.4387 15.9663 -0.37 0.05 0.02 0.63
C -5.3731 14.9774 13.7820 0.00 -0.35 -0.21 0.43
C -6.7227 15.2792 14.0097 0.50 -0.17 -0.04 -0.45
C -7.0825 16.1642 14.9999 -1.03 0.15 0.05 -0.78
C -6.1169 16.7167 15.8058 -0.39 0.66 0.30 -1.08
C -4.7963 16.5293 15.5159 1.12 0.37 0.20 -0.20
C -4.3849 15.6862 14.4869 -0.05 -0.20 -0.37 0.32
P -2.6292 15.5536 13.9128 -0.28 0.47 0.24 -0.12
C -1.7165 16.3223 15.3637 0.13 -0.14 -0.03 0.43
C -0.2848 15.7844 15.5073 0.25 0.16 -0.25 0.32
C 0.2230 16.0370 16.9278 0.42 -0.59 0.30 -0.88
C -0.2807 17.3624 17.5056 0.01 -0.45 -0.17 -0.78
C -0.4626 18.3474 16.3695 -0.48 -0.03 -0.20 -1.02
C -1.5893 17.8690 15.4073 -0.06 0.09 0.12 0.01
C -2.5333 16.7681 12.4988 0.12 -0.08 0.67 1.08
C -3.2058 18.1530 12.6981 0.58 0.04 0.18 -0.97
C -2.3824 19.2768 12.0594 -0.11 0.07 0.21 -0.79
C -1.9677 18.8187 10.6804 0.98 0.34 -0.47 -0.78
C -0.9514 17.6640 10.7640 0.51 0.64 0.50 -1.19
C -1.0554 16.8928 12.0763 -0.61 0.01 -0.03 -0.71
H -6.6033 14.5280 10.9172 -0.14 0.13 0.02 0.55
H -5.5557 13.2713 10.2044 -0.06 0.34 0.17 0.37
H -4.8763 14.8390 10.6010 -0.13 0.26 -0.13 0.25
H -7.2023 12.3318 11.4296 -0.09 0.02 0.13 0.35
H -8.5326 10.3022 11.6030 0.08 0.03 0.02 0.43
H -7.9864 8.6361 13.3594 -0.11 -0.15 0.06 0.44
H -6.2257 9.0946 14.9594 0.02 0.08 -0.02 0.33
H -5.4922 11.1642 17.5103 -0.07 -0.23 0.05 0.87
H -7.2089 11.9688 15.9367 -0.04 -0.10 -0.19 0.31
H -6.3923 13.5182 15.7581 0.21 -0.47 0.20 -0.29
H -7.6019 12.3991 18.3179 0.07 -0.11 0.04 0.39
H -8.1818 13.7294 17.3510 -0.07 0.06 -0.10 0.49
H -6.9046 14.5722 19.2663 0.25 -0.20 0.11 0.47
H -6.1473 15.0375 17.7902 0.09 -0.25 -0.09 -0.31
H -5.2664 12.6526 19.4940 -0.05 0.08 -0.17 0.30
H -4.4218 14.1619 19.3767 0.06 0.21 -0.06 0.48
H -3.3999 12.4991 17.8561 0.10 0.05 0.02 0.07
H -4.1233 13.8203 16.8854 -0.04 -0.48 0.36 -0.51
H -4.0948 8.9314 14.9534 0.00 0.09 -0.11 0.97
H -4.3668 7.7096 16.9141 0.02 0.49 -0.10 0.52
H -5.5808 8.9720 17.0434 0.18 0.00 -0.03 0.42
H -4.4039 8.5283 19.1581 0.17 0.14 -0.06 0.49
H -4.2207 10.2081 18.6539 0.13 -0.25 0.07 -0.34
H -2.1163 8.0309 18.3952 0.17 -0.16 -0.20 0.34
H -2.0352 9.4226 19.4382 -0.08 0.04 -0.16 0.49
H -0.7178 9.8820 17.3999 0.17 -0.15 -0.17 0.53
H -2.0606 10.9635 17.4838 -0.09 -0.29 -0.09 -0.27
H -1.9935 8.4014 15.8061 0.10 -0.26 0.08 0.79
H -1.7891 10.0146 15.1851 -0.18 0.00 0.01 -1.28
H -7.4771 14.7700 13.4269 -0.17 0.00 -0.07 0.36
H -8.1185 16.4563 15.1612 0.08 -0.30 -0.04 0.40
H -6.3897 17.3740 16.6247 -0.04 -0.02 -0.09 0.46
H -4.0952 17.1188 16.1018 0.06 -0.31 -0.11 -0.01
H -2.3255 15.9613 16.2338 0.53 0.25 -0.51 0.74
H 0.3859 16.3218 14.8158 -0.40 -0.13 0.05 -0.29
H -0.1825 14.7395 15.1963 -0.02 0.02 0.21 -0.20
H 1.3234 16.0487 16.9336 -0.23 -0.07 -0.12 0.49
H -0.0672 15.2191 17.6023 0.00 0.05 -0.15 0.22
H 0.4631 17.6819 18.2325 -0.24 0.30 0.19 0.49
H -1.2406 17.1843 18.0112 0.21 0.26 0.03 0.28
H 0.4839 18.5008 15.8395 -0.09 -0.15 -0.02 0.32
H -0.7633 19.3192 16.7332 0.04 0.37 0.20 0.56
H -1.3734 18.2825 14.4099 -0.21 -0.26 0.46 -1.05
H -2.5501 18.2907 15.7425 0.38 0.05 -0.17 0.35
H -3.0823 16.2435 11.7120 0.11 -0.04 -0.14 0.28
H -3.4076 18.4200 13.7323 -0.09 -0.30 0.09 0.16
H -4.1531 18.1046 12.1973 -0.67 0.11 -0.22 0.52
H -1.5078 19.5569 12.6818 -0.32 -0.20 -0.32 0.23
H -3.0071 20.1674 11.9954 0.00 0.09 0.02 0.57
H -1.5427 19.6413 10.0790 -0.11 -0.26 0.28 0.46
H -2.8357 18.4939 10.1342 -0.61 -0.17 -0.19 0.33
H 0.0546 18.0852 10.7040 0.08 -0.02 -0.03 0.46
H -1.0352 16.9896 9.9372 -0.25 -0.43 -0.59 0.29
H -0.5143 17.4220 12.8537 0.16 0.04 0.14 0.31
H -0.5989 15.9094 11.9821 0.09 -0.03 -0.02 0.20
O -3.3286 10.7327 12.0950 0.05 -0.30 0.18 -0.33
H -4.1553 10.4603 12.5401 0.22 0.32 -0.12 0.13
H -3.5617 10.9032 11.1697 0.00 -0.05 -0.16 0.31
O -1.5336 12.4884 14.8066 -0.39 -0.17 -0.06 -0.49
H -2.4505 12.3079 15.1770 0.21 -0.24 -0.40 -1.15
H -1.1260 13.0507 15.4659 0.39 0.34 0.08 0.02
O -2.7831 12.4269 9.9794 0.50 0.56 0.46 -0.63
C -2.2993 13.5708 9.8167 -0.33 -0.06 -0.22 -0.06
O -1.5967 14.1776 10.6954 -0.02 -0.14 -0.27 -0.30
H -2.5189 14.1397 8.9056 0.03 -0.14 -0.18 0.43
Cl 1.6369 13.4836 12.9625 -0.11 0.02 0.04 -0.02
C 2.8612 14.6649 12.4467 0.27 -0.02 0.88 -0.58
Cl 2.5368 16.3085 12.9832 -0.09 0.06 0.06 -0.11
H 2.8772 14.6639 11.3877 0.04 -0.05 -0.87 0.32
H 3.8134 14.3562 12.8760 -0.19 0.01 -0.13 0.40
O -0.4023 11.1673 12.0645 -0.18 0.01 0.21 -0.85
S -0.2529 9.8976 12.9008 -0.87 0.50 0.18 0.61
C 1.4770 9.5280 13.0071 0.16 -0.44 -0.42 -0.86
C 1.4953 7.9996 13.0321 0.08 0.03 -0.29 -0.70
C 0.6077 7.5633 11.8436 0.73 -0.36 0.17 -0.68
C -0.6175 8.4660 11.8401 -0.39 0.18 -0.48 -0.62
H 1.9224 10.0363 13.8627 -0.01 -0.03 -0.17 0.43
H 1.8556 9.8846 12.0456 0.39 0.17 0.20 0.37
H 1.0869 7.6130 13.9594 -0.20 0.03 0.29 0.33
H 2.5094 7.6069 12.9780 0.02 0.07 -0.17 0.39
H 0.3096 6.5324 11.9752 -0.08 -0.28 -0.01 0.31
H 1.1936 7.5880 10.9075 -0.40 0.31 0.34 0.31
H -1.5272 7.9925 12.2436 0.43 0.16 -0.09 0.33
H -0.8660 8.8686 10.8492 0.05 0.01 0.27 0.32
```
Forces are in eV/Å.

Total charge: +1
LUMO level (spin up / spin down) in eV: -1.80 / -1.81
E_HOMO (spin up / spin down) in eV: -9.35 / -9.33
HOMO-LUMO gap (spin up / spin down) in eV: 7.54 / 7.52
⟨S²⟩: 9.3347
Multiplicity: 6